[1]
Molecular formula: C27H40BN4O2
Method: DFT, ωB97M-V with the def2-TZVPD basis set

Geometry as XYZ:
```
74
Properties=species:S:1:pos:R:3:forces:R:3:mulliken_charge:R:1
O -1.680944 -2.401022 -1.577664 -0.152 2.131 1.578 -0.585
O -4.356566 -1.000225 1.401324 0.858 -1.245 -0.837 -0.371
N -2.521509 -0.449696 -0.124891 -1.006 -0.697 0.017 0.875
N 4.883818 -3.072066 4.079401 -0.206 0.218 0.239 -0.559
N 2.053941 2.144395 -1.098099 0.059 0.177 0.186 -0.246
N 0.550742 2.365686 -7.889761 0.063 -0.034 0.470 -0.556
C 2.993401 -2.100213 5.207373 0.233 -0.036 0.052 0.128
C 0.025132 -1.356748 3.335718 -0.327 0.330 0.699 -0.710
C 3.583321 -2.770623 4.145994 0.235 -0.080 -0.110 -0.257
C -5.307018 -2.339902 3.323312 0.512 -0.478 -0.317 -1.164
C 3.807765 -1.723917 6.266646 -0.094 0.077 0.090 -0.465
C 1.327174 1.106148 -5.996351 -0.040 0.045 0.049 -0.612
C 0.730270 -0.707680 2.139012 -1.161 0.417 -0.192 -0.382
C -2.865361 1.026341 -0.236996 0.124 1.910 0.901 -0.658
C 2.754831 1.643476 -0.076524 -0.213 -0.035 -0.177 -0.287
C -0.106180 -0.845811 0.760196 0.849 -0.142 0.686 0.231
C -1.799379 -0.163066 -2.800418 -0.613 -1.598 -0.550 0.283
C 5.644742 -2.696328 5.111154 0.003 -0.177 -0.323 -0.259
C 3.687539 2.364409 0.650030 -0.002 0.038 -0.010 -0.708
C 0.279841 3.375404 -7.056242 0.007 -0.142 -0.350 -0.301
C 0.505584 3.328721 -5.689057 0.014 -0.090 0.026 -0.457
C 5.158962 -2.026250 6.222143 -0.109 0.047 0.029 -0.314
C 3.913331 3.685632 0.294746 0.060 0.070 0.045 -0.180
C -4.792389 -2.328019 1.835383 -0.913 -0.168 1.193 -0.125
C -0.591900 -1.678745 4.347567 1.425 0.503 -0.691 -0.089
C -1.544331 -1.158731 -4.028682 -0.011 0.577 -0.561 -1.351
C 3.200818 4.229276 -0.762881 0.032 -0.068 0.067 -0.684
C -3.870039 -1.147569 0.080614 -2.101 0.667 -0.530 -0.691
C -1.653238 -0.779830 1.061546 1.668 0.309 1.201 -1.064
C 2.287120 3.421532 -1.420167 -0.185 -0.248 -0.101 -0.011
C 1.066846 1.256569 -7.349758 -0.120 0.187 -0.301 -0.248
C -1.629267 1.994635 -0.182258 -0.151 0.155 0.429 -0.805
C 1.039518 2.167594 -5.152999 -0.010 -0.006 0.174 0.330
B -1.989473 -1.037151 -1.456368 1.370 -0.981 -2.184 0.228
H 6.695580 -2.952452 5.029072 -0.012 0.026 0.066 0.364
H -0.928440 0.539018 -2.755461 -0.987 -0.262 0.164 -0.011
H -0.880673 -1.891396 5.398530 0.069 0.099 -1.582 0.437
H -4.701594 -1.673273 3.999688 -0.747 -0.474 -0.829 0.297
H -2.466497 -1.761792 -4.270956 1.081 0.417 0.499 0.332
H -6.403638 -2.132974 3.361099 1.037 0.099 0.160 0.328
H -2.784682 0.333581 -3.022082 1.140 0.191 0.198 0.216
H 5.821455 -1.748324 7.031346 -0.003 -0.021 -0.039 0.366
H 0.273101 -0.003735 0.111259 -0.601 -0.951 0.425 -0.226
H 0.812341 0.404179 2.331158 -0.108 -1.197 0.108 0.264
H 0.269079 4.178756 -5.061711 -0.002 0.005 -0.053 0.374
H -3.940693 -3.057145 1.759700 -0.731 0.671 -0.237 0.255
H -5.139391 -3.390936 3.703466 -0.324 1.078 -0.392 0.334
H 0.222070 -1.834305 0.322768 -0.594 1.067 0.185 0.433
H 2.541433 0.605402 0.159165 0.149 -0.008 0.057 0.638
H -4.588679 -0.594387 -0.596049 0.815 -0.603 0.463 0.347
H 1.701796 3.801124 -2.251350 0.066 0.093 0.013 0.352
H -1.815414 0.041362 1.813698 -0.031 -1.004 -0.667 0.300
H -0.139319 4.260651 -7.522586 0.014 0.016 0.066 0.350
H -1.922785 -1.757718 1.553789 -0.171 1.128 -0.725 0.206
H -0.652327 -1.816633 -3.866740 -0.985 0.461 -0.012 0.315
H 3.391193 -1.199879 7.119112 0.022 -0.024 -0.025 0.381
H -0.861512 1.829141 -0.976931 -0.746 0.191 0.601 -0.012
H 4.636053 4.284338 0.836083 -0.029 -0.030 -0.027 0.390
H -5.666893 -2.600167 1.177136 1.082 -0.134 0.507 0.328
H -3.865750 -2.210507 -0.268446 0.528 0.832 0.493 0.511
H -1.329337 -0.571742 -4.970238 -0.222 -0.426 1.096 0.347
H 4.223338 1.905310 1.470655 -0.016 -0.013 -0.042 0.385
H 3.350144 5.255936 -1.069828 -0.023 -0.043 -0.014 0.381
H 2.991780 -3.091270 3.293289 -0.063 -0.008 0.043 0.459
H -3.509597 1.294589 0.653453 0.682 -0.640 -0.821 0.433
H -1.417831 -2.778208 -0.716718 -0.409 -0.266 -0.468 0.307
H 1.744396 0.183518 -5.613581 0.011 0.021 -0.042 0.407
H 1.774047 -1.065360 1.960842 -0.957 0.006 0.394 0.462
H -1.109549 1.947148 0.820605 -0.557 -0.096 -1.061 0.227
H -3.519314 1.234752 -1.129803 0.981 -0.646 0.722 0.521
H 1.229890 2.090310 -4.087361 0.034 -0.021 -0.023 0.343
H 1.933930 -1.886361 5.201970 0.057 -0.012 -0.001 0.115
H 1.278201 0.455867 -8.050704 0.020 -0.019 0.064 0.359
H -2.033013 3.047358 -0.240382 0.437 -1.137 -0.159 0.450
```
Positions in Å, forces in eV/Å.

Properties
Net charge: +1
Lowest unoccupied orbital energy: -2.468 eV
2S+1: 1
Energy: -39371.0943 eV

[2]
Molecular formula: C27H40ClFIN3O11P2S4
Method: DFT, ωB97M-V with the def2-TZVPD basis set

Geometry as XYZ:
```
90
Properties=species:S:1:pos:R:3:forces:R:3:mulliken_charge:R:1
I -0.707966 0.113484 5.516678 -0.013 0.038 -0.099 0.102
Cl -1.806552 -4.544222 -0.087859 0.074 0.131 0.095 -0.237
S 6.324776 2.439645 -1.236527 0.025 0.152 0.539 1.275
S -0.098111 -3.394389 -0.091989 0.928 -0.108 -0.624 1.046
S -4.477379 -7.061338 2.168066 -0.155 -0.188 -0.281 1.256
S 1.355036 0.888578 -4.685818 0.183 0.240 -0.230 -0.314
P -3.074745 3.634615 -2.707411 -0.632 -0.386 -0.760 0.011
P -3.985616 3.249367 2.215472 -0.384 0.761 1.763 0.583
F -1.273752 1.161364 -5.638098 -0.143 -0.244 -0.024 -0.337
O -5.358113 -6.257993 2.957496 0.105 0.096 0.102 -0.613
O 6.644730 1.123248 -1.699892 -0.068 -0.001 -0.238 -0.675
O 0.951343 -4.246589 -0.553633 -0.071 -0.260 0.193 -0.589
O -5.106629 -8.509586 1.986978 -0.049 0.064 -0.108 -0.264
O -3.102553 -7.200790 2.540043 0.041 0.085 0.163 -0.638
O -4.009954 3.187709 -1.394252 0.601 0.057 0.220 -0.418
O 7.666555 3.166598 -0.792913 -0.059 0.022 0.064 -0.264
O 2.104216 2.155553 0.727928 0.695 0.032 -0.037 -0.590
O -2.027792 4.383094 0.107869 -0.215 0.853 -0.109 -0.536
O 5.550563 3.329201 -2.045644 -0.058 -0.150 -0.198 -0.619
O -0.381188 -2.219994 -0.847360 -0.479 0.189 0.227 -0.422
N -2.731862 5.284497 -2.482503 0.350 -0.557 0.130 -0.618
N 2.379914 -0.348939 -1.060072 0.261 0.250 0.146 -0.308
N -4.406277 3.741039 3.655821 0.068 -0.263 -0.417 -0.803
C 1.065292 1.525833 -2.022487 -0.144 0.304 0.011 0.281
C 1.461256 -0.932673 2.189176 -0.187 0.678 0.519 0.331
C -2.083737 1.772237 3.461108 -0.041 -0.091 0.150 -1.032
C -1.048831 3.529259 -5.620420 -0.445 0.025 0.042 -1.239
C -5.936837 -9.104266 4.232280 -0.018 0.238 -0.027 -0.983
C 0.077639 -1.549178 1.988762 0.393 -0.197 -0.272 -0.055
C 2.428321 0.930411 -1.805746 0.456 -0.603 -0.113 -1.271
C -0.088050 1.897956 1.563403 -0.230 -0.034 -0.190 0.443
C 0.459167 1.573209 -3.287714 0.161 -0.401 -0.051 0.457
C -1.470806 2.279525 -4.847148 0.232 0.381 -0.379 -0.173
C -1.302034 2.552339 1.345564 -0.021 -0.573 0.409 0.866
C -0.789428 2.186003 -3.499077 0.064 -0.118 0.683 0.041
C -2.321968 2.487164 2.298690 0.145 0.095 -0.573 0.148
C 0.935886 2.043321 0.464237 -0.571 -0.143 0.385 0.254
C 8.472106 4.273191 -2.844950 -0.240 -0.004 -0.007 -0.983
C 5.586392 2.340157 0.358559 0.081 -0.039 0.063 -0.617
C 0.387212 2.084287 -0.928151 -0.315 -0.041 -0.469 0.018
C -0.872233 1.130902 3.687501 -0.090 0.162 -0.341 -0.224
C -4.998109 -9.435594 3.089510 0.033 -0.319 0.448 -0.348
C -4.592788 -6.555982 0.487712 -0.019 -0.038 -0.101 -0.862
C 8.738449 3.252228 -1.757045 0.375 0.044 -0.397 -0.354
C -1.457515 3.327819 0.092181 0.199 -0.465 0.004 -0.624
C -0.837723 2.729044 -1.124524 0.181 -0.317 -0.440 0.521
C 1.441950 0.430292 2.959737 -0.089 -0.880 -0.082 -1.547
C -1.429761 2.796548 -2.401909 0.066 0.650 0.350 0.416
C 0.168332 -3.043080 1.646977 -0.611 0.433 0.203 -1.161
C 0.156120 1.166389 2.737014 0.146 0.409 0.361 0.246
H 2.049120 -1.624156 2.787885 0.326 -0.053 -0.102 0.707
H -0.427438 -1.022641 1.183285 -0.263 0.044 0.043 0.313
H -1.914456 3.930949 -6.140861 -0.063 -0.004 -0.187 0.362
H -4.824554 2.191520 1.813865 0.294 -0.011 -0.549 0.078
H -5.249023 -10.407139 2.669061 -0.009 0.085 -0.194 0.270
H 2.300671 1.025213 2.687011 0.059 0.127 -0.185 0.181
H 9.615474 3.539463 -1.180896 -0.110 -0.018 0.180 0.276
H 8.931246 2.263003 -2.175181 -0.136 -0.042 0.049 0.331
H -1.837256 5.416349 -2.029940 -0.131 0.214 0.281 0.360
H 4.588496 1.927153 0.229342 -0.028 0.039 -0.025 0.024
H -3.945970 -7.184106 -0.118804 0.009 -0.013 0.025 0.332
H -3.960720 -9.482069 3.424371 0.024 0.130 -0.071 0.321
H 6.190869 1.690351 0.985743 0.024 0.013 -0.014 0.368
H -4.615916 4.729697 3.660632 0.009 0.048 0.172 0.222
H 1.931503 -0.746116 1.233756 0.050 -0.368 -0.258 -0.685
H -3.452675 5.717858 -1.917407 -0.020 0.196 -0.106 0.329
H -2.539154 2.347203 -4.700316 -0.161 -0.162 0.216 0.465
H -4.015873 4.284015 1.283783 0.058 -0.489 -0.545 0.061
H -0.293163 3.291850 -6.361539 0.289 -0.020 0.118 0.391
H 1.136035 -3.460986 1.895286 0.166 -0.198 -0.191 0.356
H 1.307810 -0.412735 -4.367482 -0.139 0.046 0.188 0.177
H 2.951435 0.748966 -2.733207 -0.182 0.332 -0.382 0.814
H -5.627909 -6.632742 0.166469 -0.013 -0.006 0.039 0.369
H -6.961327 -9.011923 3.872239 -0.008 -0.066 0.002 0.263
H -5.669713 -8.161951 4.707508 0.026 -0.012 0.005 0.306
H -4.477772 2.401951 -1.697719 -0.278 0.020 0.076 0.280
H 1.559388 0.188001 4.007586 -0.162 0.180 0.253 0.555
H 9.351945 4.376119 -3.480355 0.054 -0.015 0.064 0.387
H 8.231873 5.243075 -2.409787 0.064 0.014 0.008 0.262
H 3.033695 1.644505 -1.269984 -0.001 0.183 0.166 -0.345
H -0.722835 4.309453 -4.939370 0.269 0.076 -0.007 0.364
H 2.591912 -1.099245 -1.706683 -0.295 -0.144 -0.028 0.243
H -5.894139 -9.889936 4.986858 0.014 -0.061 -0.058 0.385
H -0.596156 -3.588646 2.189172 -0.043 -0.236 -0.045 0.685
H -2.860149 1.733385 4.211001 -0.072 0.053 0.095 0.414
H 7.632759 3.977835 -3.472302 0.016 -0.024 -0.005 0.303
H -4.264811 -5.519976 0.447668 -0.043 -0.002 0.064 0.220
H -0.519469 -1.475354 2.890926 -0.094 0.142 0.138 0.102
H 5.520204 3.340831 0.776403 -0.015 0.012 -0.021 0.340
H 3.169097 -0.360512 -0.423638 -0.005 0.024 0.090 0.236
```
Positions in Å, forces in eV/Å.

Properties
Net charge: 0
Lowest unoccupied orbital energy: -1.147 eV
2S+1: 1
Energy: -140897.9741 eV

[3]
Molecular formula: C27H40N4OP3S2Zr
Method: DFT, ωB97M-V with the def2-TZVPD basis set

Geometry as XYZ:
```
78
Properties=species:S:1:pos:R:3:forces:R:3:nbo_charge:R:1
Zr 0.346909 0.079015 -0.283071 0.046 0.131 0.066 2.049
S -0.654533 1.644258 -4.901134 0.056 -0.023 -0.040 0.656
S 0.549509 -4.635199 0.200856 0.023 0.019 -0.001 0.151
P -1.640778 1.991709 0.185425 -0.038 0.142 0.103 0.909
P 1.577715 2.684089 -0.063916 -0.037 0.161 0.039 0.858
P 0.566465 -0.269534 3.227359 0.055 -0.018 0.030 1.949
O 0.368319 0.327713 1.799410 0.048 -0.004 -0.091 -1.155
N 0.723152 -1.879928 0.124286 0.013 -0.162 -0.043 -0.962
N -0.300284 0.776137 -2.535685 0.049 -0.104 0.048 -0.553
N -1.605735 -0.883685 -0.874680 -0.260 0.037 -0.086 -0.607
N -3.222684 -1.429598 -2.280518 -0.027 -0.017 -0.027 -0.471
C 3.637944 -2.592254 -1.102693 -0.012 0.012 0.008 -0.158
C -3.488407 -2.127110 -1.105929 0.005 0.029 -0.015 0.116
C 0.206307 1.573357 -3.449146 -0.016 0.029 0.030 -0.138
C 0.649179 -3.078664 0.137794 -0.018 -0.018 0.046 0.194
C -2.431287 -2.316044 1.060284 0.011 -0.024 -0.007 -0.175
C -0.978734 -0.267658 4.121377 -0.022 0.007 -0.011 -1.014
C -2.611632 2.665735 -1.199290 -0.001 -0.034 -0.018 -0.945
C -1.443719 0.171292 -3.024772 0.009 0.025 -0.002 0.065
C 2.821462 -2.483944 -2.234727 0.009 -0.008 0.012 0.143
C 1.702912 0.719573 4.183394 0.014 -0.005 0.017 -1.009
C 2.282137 -1.236465 -2.528789 0.015 0.012 -0.021 -0.216
C -1.778346 0.519610 -4.294004 -0.022 0.028 -0.001 -0.385
C -0.892342 3.483171 0.939129 -0.031 -0.025 -0.019 -0.716
C -2.108133 -0.714685 -2.090259 0.013 -0.095 0.025 0.405
C -2.465353 -1.778957 -0.224661 0.070 -0.019 -0.016 0.074
C -3.441691 -3.185965 1.410018 0.013 0.002 0.018 -0.190
C 2.565743 -0.121623 -1.728923 0.095 -0.050 -0.085 -0.389
C 3.906626 -1.503698 -0.287348 -0.012 -0.036 0.001 -0.179
C -2.926583 1.463162 1.350512 -0.006 0.011 0.014 -0.940
C -4.511741 -3.004292 -0.764442 -0.011 -0.005 -0.002 -0.195
C 2.474818 2.867463 1.509016 -0.019 0.008 0.010 -0.932
C 1.217979 -1.929739 3.191917 -0.009 -0.013 0.006 -1.011
C 2.735297 3.410763 -1.269547 -0.039 -0.025 -0.015 -0.941
C 2.582421 -3.671884 -3.117771 0.005 0.003 0.010 -0.671
C -4.468564 -3.524127 0.511317 -0.005 0.005 -0.004 -0.163
C 3.381119 -0.256209 -0.599438 -0.001 0.033 0.020 -0.213
C 0.278268 3.971808 0.085606 0.015 -0.008 0.008 -0.709
H -1.625088 -2.083752 1.741807 0.014 0.000 -0.006 0.199
H -3.444051 -3.634699 2.394196 -0.004 0.003 0.001 0.243
H 1.332566 1.737072 4.304438 -0.004 0.001 -0.009 0.268
H -1.755780 -0.807117 3.580410 0.012 0.005 0.001 0.269
H -1.650457 4.261747 1.046866 -0.003 -0.001 -0.002 0.270
H 1.461294 -2.217209 4.217002 -0.001 0.001 0.004 0.288
H 3.083330 4.371120 -0.886536 0.008 0.004 -0.012 0.274
H 3.520703 -4.002368 -3.565877 0.000 -0.001 0.000 0.260
H 1.771200 2.768479 2.332507 0.021 -0.009 0.009 0.243
H 0.726665 4.874337 0.507082 -0.004 0.001 0.007 0.270
H -0.563524 3.218418 1.947546 0.016 0.002 -0.004 0.241
H -3.243662 1.887137 -1.627362 0.009 -0.003 -0.005 0.250
H -5.238807 -4.213018 0.829082 0.001 -0.003 -0.004 0.255
H -0.824602 -0.753001 5.087243 0.006 -0.002 0.002 0.292
H -3.482269 0.619924 0.938770 0.007 -0.001 -0.002 0.261
H 4.567038 -1.618503 0.562395 0.002 -0.001 -0.001 0.245
H -5.298111 -3.269046 -1.458087 0.001 0.000 0.001 0.253
H 2.187048 -4.508716 -2.541435 0.002 -0.003 -0.001 0.247
H 2.125445 -1.962564 2.588286 -0.004 -0.003 -0.001 0.276
H 1.779379 0.268167 5.175185 0.015 0.009 0.003 0.290
H 2.695990 0.733337 3.735647 -0.014 -0.004 -0.020 0.271
H -3.262122 3.459715 -0.829371 0.001 0.003 -0.002 0.270
H -2.479255 1.155163 2.293264 0.003 -0.003 -0.006 0.244
H -1.300681 0.758259 4.304459 -0.014 -0.007 0.000 0.271
H 3.682828 0.614579 -0.029228 -0.005 0.000 -0.003 0.229
H -3.622136 2.281598 1.541549 0.004 0.004 0.000 0.269
H -1.974328 3.072759 -1.984053 0.009 -0.006 0.002 0.243
H 4.085492 -3.551319 -0.869475 -0.004 -0.003 -0.005 0.248
H 3.256828 2.118063 1.622365 -0.004 -0.009 -0.009 0.249
H 1.112901 2.141939 -3.310487 -0.013 0.015 -0.001 0.248
H 0.498576 -2.642566 2.790833 -0.007 0.015 -0.004 0.275
H -0.058996 4.234982 -0.920903 -0.002 -0.012 -0.004 0.245
H 1.689249 -1.116722 -3.428966 -0.004 0.001 0.005 0.229
H -2.610343 0.185417 -4.894128 -0.009 0.007 0.008 0.285
H 2.240455 3.596643 -2.222872 0.034 0.006 -0.009 0.241
H 3.604472 2.774076 -1.435587 -0.008 -0.017 0.009 0.263
H 2.931817 3.856747 1.554653 -0.003 0.005 -0.003 0.268
H 2.343297 0.869078 -2.108604 -0.024 0.002 0.046 0.248
H -3.752709 -1.492128 -3.136664 -0.010 0.003 0.007 0.451
H 1.886612 -3.443622 -3.922908 -0.001 0.003 0.001 0.225
```
Positions in Å, forces in eV/Å.

Properties
Net charge: +3
Lowest unoccupied orbital energy: -8.723 eV
2S+1: 1
Energy: -87457.3062 eV